Model P:
The following is a quantum chemistry calculation of a cluster of 2 separate species, C14H16 in total, from the Open Molecules 2025 dataset.

HOMO in eV: -8.7
Frontier orbital gap in eV: 9.596
SMILES: Cc1ccccc1.Cc1ccccc1

```
30
Properties=species:S:1:pos:R:3:mulliken_charge:R:1
C -4.751 -1.263 1.773 -1.377
C -1.580 -0.416 -0.103 -0.419
C -2.666 -0.494 0.802 -0.247
C -1.716 -1.398 -1.149 0.113
C -3.901 -1.200 0.658 0.561
C -2.898 -2.091 -1.404 -0.650
C -4.021 -1.858 -0.606 -0.278
H -0.622 0.076 0.038 0.115
H -2.520 0.066 1.710 0.298
H -0.809 -1.646 -1.773 0.219
H -2.995 -2.668 -2.356 0.296
H -4.706 -0.265 2.363 0.307
H -4.390 -2.036 2.480 0.234
H -5.016 -2.302 -0.910 0.300
H -5.713 -1.319 1.550 0.504
C 3.610 2.143 1.769 -1.300
C 1.963 0.115 -1.119 -0.208
C 2.841 0.532 -2.111 -0.421
C 2.104 0.665 0.132 -0.217
C 3.181 1.512 0.433 0.511
C 3.852 1.433 -1.884 -0.487
C 4.050 1.844 -0.595 -0.360
H 1.419 -0.795 -1.285 0.411
H 2.899 -0.135 -3.013 0.249
H 1.575 0.182 1.014 0.312
H 4.650 1.730 -2.616 0.297
H 4.707 2.099 1.904 0.342
H 3.265 1.673 2.745 0.327
H 4.844 2.591 -0.374 0.283
H 3.343 3.225 1.926 0.283
```



Model Q:
The following is a quantum chemistry calculation of a cluster of 2 separate species, C14H16 in total, from the Open Molecules 2025 dataset.

HOMO in eV: -8.9
Frontier orbital gap in eV: 9.833
SMILES: Cc1ccccc1.Cc1ccccc1

```
30
Properties=species:S:1:pos:R:3:mulliken_charge:R:1
C -1.455 2.917 -3.535 -1.356
C 0.231 2.182 -0.245 -0.522
C -0.625 1.227 0.290 -0.260
C -0.044 2.725 -1.496 -0.476
C -1.208 2.346 -2.161 0.877
C -1.801 0.889 -0.344 -0.619
C -2.082 1.430 -1.594 -0.383
H 1.112 2.483 0.306 0.376
H -0.376 0.855 1.273 0.405
H 0.757 3.245 -2.006 0.318
H -2.536 0.289 0.177 0.381
H -0.726 2.610 -4.276 0.296
H -1.527 4.007 -3.543 0.331
H -3.031 1.289 -2.096 0.279
H -2.458 2.606 -3.850 0.349
C 2.365 -2.033 -0.629 -1.411
C 1.496 -2.003 0.595 0.753
C 1.986 -1.343 1.717 -0.296
C 0.260 -2.647 0.706 -0.234
C 1.234 -1.284 2.897 -0.626
C -0.455 -2.670 1.884 -0.697
C -0.008 -1.882 2.948 -0.302
H 2.226 -2.915 -1.254 0.377
H 3.399 -2.029 -0.355 0.376
H 2.985 -0.919 1.735 0.307
H -0.047 -3.175 -0.189 0.357
H 1.567 -0.602 3.669 0.369
H -1.313 -3.294 2.041 0.395
H -0.679 -1.706 3.776 0.373
H 2.234 -1.144 -1.250 0.264
```



So which one is most stable? That would be model Q, about 39.3 kcal/mol below the next structure.



Model P:
The following is a quantum chemistry calculation of a cluster of 2 separate species, C14H16 in total, from the Open Molecules 2025 dataset.

HOMO in eV: -8.9
Frontier orbital gap in eV: 9.758
SMILES: Cc1ccccc1.Cc1ccccc1

```
30
Properties=species:S:1:pos:R:3:mulliken_charge:R:1
C 0.551 1.990 -2.502 -1.465
C 0.644 1.338 1.214 -0.589
C 0.425 2.639 1.686 -0.487
C 0.718 1.141 -0.177 -0.209
C 0.461 2.220 -1.019 0.698
C 0.517 3.761 0.882 -0.636
C 0.340 3.492 -0.482 -0.320
H 0.758 0.576 1.967 0.445
H 0.357 2.833 2.755 0.327
H 0.988 0.145 -0.504 0.482
H 0.635 4.778 1.218 0.387
H -0.412 1.557 -2.794 0.246
H 1.319 1.247 -2.718 0.336
H 0.115 4.304 -1.171 0.355
H 0.837 2.853 -3.100 0.427
C -1.828 -0.945 -0.850 -1.411
C 0.710 -3.543 1.347 -0.304
C 0.539 -3.819 -0.001 -0.663
C -0.028 -2.588 2.060 -0.685
C -0.235 -2.897 -0.733 -0.065
C -0.936 -1.839 1.311 -0.126
C -0.942 -1.901 -0.076 0.484
H 1.474 -3.994 1.981 0.333
H 1.115 -4.647 -0.377 0.370
H -0.089 -2.516 3.129 0.416
H -0.129 -2.818 -1.807 0.344
H -1.709 -1.257 1.804 0.361
H -1.311 -0.491 -1.692 0.164
H -2.159 -0.112 -0.227 0.344
H -2.722 -1.506 -1.128 0.444
```



Model Q:
The following is a quantum chemistry calculation of a cluster of 2 separate species, C14H16 in total, from the Open Molecules 2025 dataset.

HOMO in eV: -8.6
Frontier orbital gap in eV: 9.552
SMILES: Cc1ccccc1.Cc1ccccc1

```
30
Properties=species:S:1:pos:R:3:mulliken_charge:R:1
C -0.021 -4.432 -1.536 -1.361
C 1.309 -1.242 -0.054 -0.795
C 1.271 -0.460 -1.313 -0.265
C 0.734 -2.516 -0.183 -0.561
C 0.508 -3.080 -1.445 0.852
C 1.044 -0.924 -2.589 -0.715
C 0.550 -2.311 -2.567 -0.357
H 1.552 -0.773 0.835 0.598
H 1.696 0.495 -1.358 0.414
H 0.668 -2.901 0.733 0.509
H 0.807 -0.181 -3.392 0.306
H -0.751 -4.480 -2.421 0.312
H -0.703 -4.880 -0.815 0.362
H 0.306 -2.775 -3.432 0.453
H 0.818 -5.156 -1.488 0.252
C -1.417 4.211 0.422 -1.289
C 0.009 0.768 2.504 -0.515
C 0.798 1.923 2.630 -0.855
C -1.194 0.642 1.643 -0.573
C 0.265 2.930 1.833 -0.009
C -1.625 1.756 0.905 -0.364
C -0.876 2.958 1.044 0.544
H 0.419 -0.052 3.015 0.515
H 1.561 1.906 3.285 0.562
H -1.674 -0.352 1.505 0.332
H 0.944 3.847 1.748 0.154
H -2.413 1.652 0.268 0.513
H -2.412 4.533 0.767 0.280
H -1.451 3.900 -0.618 0.349
H -0.724 4.997 0.075 0.353
```



So which one is most stable? That would be model P, about 56.6 kcal/mol below the next structure.



Model P:
The following is a quantum chemistry calculation of a cluster of 2 separate species, C14H16 in total, from the Open Molecules 2025 dataset.

HOMO in eV: -8.5
Frontier orbital gap in eV: 9.415
SMILES: Cc1ccccc1.Cc1ccccc1

```
30
Properties=species:S:1:pos:R:3:mulliken_charge:R:1
C 1.818 2.918 0.422 -1.471
C 1.099 0.813 1.689 -0.523
C 1.804 1.428 0.653 1.011
C 0.800 -0.534 1.627 -0.350
C 2.317 0.627 -0.378 -0.761
C 1.371 -1.352 0.644 -0.624
C 2.037 -0.723 -0.397 -0.365
H 0.528 1.515 2.302 0.346
H 0.321 -1.051 2.446 0.424
H 2.092 3.150 -0.614 0.374
H 2.431 3.628 0.970 0.361
H 2.861 1.188 -1.110 0.377
H 1.144 -2.399 0.599 0.567
H 2.357 -1.275 -1.275 0.405
H 0.782 3.302 0.392 0.243
C -1.724 1.795 -1.059 -1.641
C -1.423 -2.393 -0.152 -0.456
C -2.174 -1.528 0.648 -0.611
C -0.822 -1.866 -1.267 -0.431
C -2.358 -0.218 0.253 -0.519
C -0.998 -0.527 -1.650 -0.333
C -1.626 0.356 -0.793 1.053
H -1.379 -3.478 0.044 0.391
H -2.669 -1.968 1.482 0.460
H -0.257 -2.553 -1.916 0.358
H -3.060 0.404 0.804 0.338
H -0.432 -0.088 -2.467 0.361
H -2.269 1.985 -1.977 0.400
H -0.813 2.387 -1.283 0.226
H -2.246 2.381 -0.328 0.390
```



Model Q:
The following is a quantum chemistry calculation of a cluster of 2 separate species, C14H16 in total, from the Open Molecules 2025 dataset.

HOMO in eV: -8.8
Frontier orbital gap in eV: 9.724
SMILES: Cc1ccccc1.Cc1ccccc1

```
30
Properties=species:S:1:pos:R:3:mulliken_charge:R:1
C 2.589 2.527 1.635 -1.334
C -0.749 0.838 1.684 -0.153
C 0.585 1.096 1.997 -0.569
C -1.519 1.543 0.815 -0.642
C 1.270 2.093 1.285 0.972
C -0.829 2.589 0.153 -0.350
C 0.589 2.729 0.321 -0.349
H -1.131 -0.111 2.081 0.360
H 1.144 0.398 2.646 0.299
H -2.633 1.437 0.818 0.369
H -1.276 3.416 -0.518 0.264
H 2.765 2.374 2.745 0.322
H 2.855 3.611 1.454 0.320
H 1.041 3.501 -0.403 0.226
H 3.514 2.003 1.271 0.263
C 1.124 -0.920 -2.646 -1.546
C -0.214 -2.603 0.412 -0.649
C -1.585 -2.643 0.082 -0.422
C 0.667 -2.031 -0.478 -0.303
C 0.225 -1.591 -1.710 1.108
C -1.978 -2.341 -1.191 -0.390
C -1.093 -1.745 -2.134 -0.642
H 0.171 -3.144 1.286 0.362
H -2.366 -2.925 0.790 0.392
H 1.757 -1.977 -0.336 0.325
H -3.081 -2.381 -1.359 0.271
H 1.402 -1.560 -3.496 0.336
H 2.078 -0.481 -2.174 0.316
H -1.334 -1.371 -3.056 0.497
H 0.618 -0.041 -3.100 0.348
```



So which one is most stable? That would be model P, about 13.0 kcal/mol below the next structure.



Model P:
The following is a quantum chemistry calculation of a cluster of 2 separate species, C14H16 in total, from the Open Molecules 2025 dataset.

HOMO in eV: -8.9
Frontier orbital gap in eV: 9.950
SMILES: Cc1ccccc1.Cc1ccccc1

```
30
Properties=species:S:1:pos:R:3:mulliken_charge:R:1
C -1.067 -3.256 -4.422 -1.435
C -0.959 -1.669 -0.420 -0.634
C 0.226 -1.977 -1.069 -0.440
C -2.163 -1.876 -1.094 -0.393
C 0.227 -2.499 -2.366 -0.503
C -2.175 -2.385 -2.377 -0.443
C -0.973 -2.693 -3.026 0.887
H -0.920 -1.243 0.572 0.521
H 1.161 -1.823 -0.546 0.378
H -3.102 -1.614 -0.621 0.354
H 1.181 -2.738 -2.810 0.339
H -3.119 -2.525 -2.886 0.365
H -1.739 -2.639 -5.017 0.330
H -1.493 -4.263 -4.386 0.307
H -0.127 -3.369 -4.955 0.356
C 2.170 3.159 4.123 -1.329
C -0.078 1.766 0.719 -0.447
C -0.519 1.487 2.008 -0.501
C 1.082 2.489 0.535 -0.641
C 0.210 1.930 3.105 -0.389
C 1.810 2.940 1.638 -0.360
C 1.386 2.662 2.929 0.790
H -0.641 1.420 -0.139 0.453
H -1.413 0.898 2.167 0.408
H 1.429 2.733 -0.458 0.377
H -0.163 1.682 4.090 0.347
H 2.715 3.509 1.462 0.320
H 1.479 3.488 4.898 0.347
H 2.759 4.018 3.806 0.363
H 2.815 2.388 4.540 0.273
```



Model Q:
The following is a quantum chemistry calculation of a cluster of 2 separate species, C14H16 in total, from the Open Molecules 2025 dataset.

HOMO in eV: -8.8
Frontier orbital gap in eV: 9.789
SMILES: Cc1ccccc1.Cc1ccccc1

```
30
Properties=species:S:1:pos:R:3:mulliken_charge:R:1
C -1.491 3.098 -0.834 -1.440
C -1.471 1.710 2.724 -0.552
C -1.273 2.526 1.581 -0.508
C -1.938 0.437 2.482 -0.429
C -1.797 2.219 0.346 0.979
C -2.370 0.080 1.200 -0.424
C -2.373 0.946 0.125 -0.468
H -1.376 2.160 3.701 0.402
H -0.655 3.401 1.746 0.355
H -2.096 -0.240 3.312 0.413
H -2.882 -0.875 1.204 0.367
H -1.855 2.778 -1.806 0.376
H -0.401 3.189 -0.873 0.281
H -2.893 0.607 -0.753 0.352
H -1.850 4.126 -0.731 0.360
C 4.181 -1.865 -1.549 -1.289
C 0.917 -0.679 0.072 -0.150
C 2.277 -0.877 -0.182 -0.481
C -0.008 -1.439 -0.640 0.198
C 2.680 -1.740 -1.200 0.465
C 0.355 -2.333 -1.652 -1.042
C 1.708 -2.403 -1.925 -0.092
H 0.591 0.073 0.777 0.207
H 2.984 -0.321 0.421 0.341
H -1.052 -1.221 -0.442 0.038
H -0.398 -2.887 -2.182 0.413
H 4.197 -1.964 -2.631 0.379
H 4.540 -2.730 -1.001 0.283
H 2.051 -3.066 -2.720 0.321
H 4.646 -0.917 -1.300 0.345
```



Model R:
The following is a quantum chemistry calculation of a cluster of 2 separate species, C14H16 in total, from the Open Molecules 2025 dataset.

HOMO in eV: -8.7
Frontier orbital gap in eV: 9.676
SMILES: Cc1ccccc1.Cc1ccccc1

```
30
Properties=species:S:1:pos:R:3:mulliken_charge:R:1
C -1.659 3.042 3.005 -1.299
C -2.595 2.565 -0.738 -0.269
C -2.422 1.235 -0.925 -0.802
C -2.461 3.112 0.577 -0.482
C -1.879 2.376 1.599 0.830
C -1.904 0.453 0.231 -0.294
C -1.602 1.024 1.413 -0.400
H -2.886 3.163 -1.638 0.303
H -2.612 0.786 -1.850 0.433
H -2.681 4.187 0.584 0.302
H -1.751 -0.597 0.005 0.292
H -1.863 2.194 3.663 0.365
H -2.373 3.795 3.337 0.345
H -1.063 0.470 2.187 0.358
H -0.704 3.575 2.875 0.291
C 4.120 -2.301 -0.207 -1.422
C 1.066 -1.406 -2.415 -0.715
C 2.362 -1.427 -1.886 -0.346
C 0.091 -1.797 -1.573 -0.696
C 2.702 -2.224 -0.756 0.722
C 0.366 -2.520 -0.393 -0.351
C 1.660 -2.860 -0.025 -0.480
H 0.822 -0.958 -3.366 0.369
H 3.089 -0.823 -2.342 0.395
H -0.870 -1.758 -1.784 0.758
H -0.477 -2.915 0.211 0.303
H 4.627 -3.033 -0.886 0.276
H 4.261 -2.451 0.801 0.432
H 2.007 -3.539 0.722 0.421
H 4.629 -1.370 -0.424 0.362
```



So which one is most stable? That would be model P, about 15.9 kcal/mol below the next structure.



Model P:
The following is a quantum chemistry calculation of an isolated molecule of C2H7O2PS, from the Open Molecules 2025 dataset.

HOMO in eV: -8.7
Frontier orbital gap in eV: 8.831
SMILES: C=[P@](O)(S)OC

```
13
Properties=species:S:1:pos:R:3:mulliken_charge:R:1
C -0.193 -1.296 1.551 -0.909
C 1.777 0.265 -0.157 -0.596
O -1.829 1.110 0.085 -0.450
O 0.461 0.700 -0.559 -0.393
P -0.881 -0.175 -0.025 0.745
S -1.422 -1.044 -1.882 -0.240
H -1.136 -1.648 1.925 0.285
H 0.031 -0.209 2.154 0.226
H 1.531 -0.542 0.555 0.408
H 2.538 0.990 0.292 0.203
H 2.309 -0.049 -1.106 0.205
H -1.354 1.831 -0.437 0.378
H -1.833 0.068 -2.395 0.139
```



Model Q:
The following is a quantum chemistry calculation of a cluster of 3 separate species, C2H7O2PS in total, from the Open Molecules 2025 dataset.

HOMO (alpha / beta) in eV: -9.0 / -9.0
Frontier orbital gap (alpha / beta) in eV: 8.342 / 8.342

```
13
Properties=species:S:1:pos:R:3:mulliken_charge:R:1
C -2.655 -1.285 0.508 -0.588
C 1.598 2.521 -1.341 -0.486
O 0.623 0.718 0.096 -0.481
O 1.782 -2.052 0.263 -0.644
P -1.834 0.099 0.003 0.061
S 1.787 0.953 -0.809 0.416
H 1.092 -1.521 0.833 0.340
H -2.739 -1.454 1.582 0.240
H -2.775 -2.050 -0.170 0.301
H 2.209 2.962 -1.985 0.362
H 0.737 3.214 -0.958 0.199
H 2.060 -2.860 0.774 0.296
H -1.884 0.755 1.205 -0.015
```



So which one is most stable? That would be model P, about 32.7 kcal/mol below the next structure.



Model P:
The following is a quantum chemistry calculation of an isolated molecule of C3H6O2S, from the Open Molecules 2025 dataset.

HOMO in eV: -8.9
Frontier orbital gap in eV: 9.582
SMILES: O[C@@H]1[C@H](O)[C@H]1S

```
12
Properties=species:S:1:pos:R:3:mulliken_charge:R:1
C -0.850 0.118 0.437 0.058
C -0.347 0.401 -0.908 -0.263
C 0.631 -0.036 0.211 -0.267
H -1.639 1.976 0.836 0.323
H -1.382 -0.777 0.650 0.339
H -0.537 -0.373 -1.677 0.333
H 0.405 1.947 -1.793 0.317
H 1.208 0.749 0.722 0.376
H 1.441 -1.865 1.413 0.130
O -1.297 1.158 1.284 -0.552
O -0.444 1.744 -1.321 -0.531
S 1.114 -1.736 0.107 -0.261
```



Model Q:
The following is a quantum chemistry calculation of an isolated molecule of C3H6O2S, from the Open Molecules 2025 dataset.

HOMO (alpha / beta) in eV: -7.8 / -7.4
Frontier orbital gap (alpha / beta) in eV: 7.895 / 6.956

```
12
Properties=species:S:1:pos:R:3:mulliken_charge:R:1
C 2.111 0.805 -0.299 -0.642
C -1.081 0.598 -0.248 0.261
C -1.012 -0.886 0.199 -0.418
O -2.069 0.978 -0.993 -0.401
O 0.038 -1.238 1.056 -0.445
S 0.524 1.337 -0.709 -0.087
H 2.618 1.372 0.498 0.237
H 2.136 -0.262 -0.035 0.239
H -0.799 -1.462 -0.709 0.292
H -1.951 -0.985 0.788 0.321
H -1.985 1.765 -1.485 0.337
H -0.273 -0.841 1.837 0.305
```



So which one is most stable? That would be model P, about 64.3 kcal/mol below the next structure.